(1)
A cluster of 11 separate species, C11H44O11 in total in a non-equilibrium geometry, computed with the ωB97M-V functional and the def2-TZVPD basis.

Values from the calculation:
HOMO level: -9.85 eV
SMILES string: CO.CO.CO.CO.CO.CO.CO.CO.CO.CO.CO
Energy relative to the best compared isomer or geometry (same formula, charge and spin): 380.1 kJ/mol
Orbital gap: 0.36319 Ha

ORCA input file:
```
! wB97M-V def2-TZVPD RIJCOSX def2/J DEFGRID3
* xyz 0 1
C -14.94 3.99 6.43
O -15.42 2.67 6.16
H -15.64 4.72 6.03
H -15.00 4.24 7.49
H -13.97 4.26 6.02
H -15.45 2.63 5.20
C -17.11 6.02 -0.41
O -16.56 7.15 -1.17
H -16.71 5.93 0.60
H -18.17 6.15 -0.22
H -16.96 5.06 -0.90
H -17.24 7.43 -1.80
C -13.66 -2.40 5.74
O -13.80 -3.62 5.03
H -12.65 -2.25 6.13
H -13.86 -1.56 5.08
H -14.26 -2.41 6.65
H -13.10 -3.67 4.37
C -18.74 6.54 4.04
O -20.17 6.33 3.89
H -18.38 7.15 3.22
H -18.67 7.06 5.00
H -18.22 5.58 4.14
H -20.43 6.84 3.12
C -13.64 3.09 -3.94
O -12.61 2.18 -4.18
H -14.30 2.82 -3.12
H -13.15 3.97 -3.53
H -14.35 3.35 -4.72
H -13.05 1.33 -4.26
C -18.78 -0.02 0.08
O -18.95 1.39 0.07
H -19.61 -0.55 -0.39
H -17.83 -0.24 -0.41
H -18.60 -0.25 1.14
H -19.23 1.63 -0.82
C -9.52 -0.08 1.76
O -10.23 -0.51 2.91
H -9.60 -0.84 0.98
H -10.03 0.78 1.33
H -8.49 0.23 1.93
H -9.95 0.10 3.59
C -20.57 1.73 4.50
O -20.51 2.64 5.58
H -20.63 2.27 3.55
H -19.79 0.98 4.40
H -21.53 1.21 4.54
H -20.30 3.53 5.29
C -14.74 1.87 1.75
O -15.93 2.08 2.49
H -13.83 2.11 2.30
H -14.57 0.81 1.56
H -14.63 2.34 0.77
H -16.62 1.75 1.91
C -12.12 -4.07 0.95
O -11.46 -4.00 2.22
H -12.81 -4.92 1.00
H -12.71 -3.20 0.68
H -11.41 -4.26 0.14
H -11.08 -3.12 2.31
C -11.60 5.39 0.51
O -10.78 4.98 1.55
H -11.27 4.94 -0.43
H -12.62 5.16 0.83
H -11.41 6.46 0.43
H -9.87 5.27 1.43
*
```

(2)
An isolated molecule of C14H15N3O4S in a non-equilibrium geometry, computed with the ωB97M-V functional and the def2-TZVPD basis.

Values from the calculation:
HOMO level: -8.96 eV
SMILES string: COCC(=O)Nc1ccc(S(=O)(=O)Nc2ccccn2)cc1
Energy relative to the best compared isomer or geometry (same formula, charge and spin): 90.8 kJ/mol
Orbital gap: 0.34426 Ha

ORCA input file:
```
! wB97M-V def2-TZVPD RIJCOSX def2/J DEFGRID3
* xyz 0 1
C 1.75 1.31 4.38
O 1.58 -0.06 4.64
C 0.24 -0.41 4.94
C -0.64 -0.54 3.69
O -1.84 -0.39 3.72
N 0.10 -0.87 2.59
C -0.31 -1.09 1.28
C -1.65 -1.02 0.90
C -1.99 -1.26 -0.42
C -1.01 -1.56 -1.34
S -1.48 -1.77 -3.05
O -0.41 -2.40 -3.77
O -2.80 -2.30 -3.15
N -1.61 -0.17 -3.57
C -0.59 0.75 -3.44
C 0.74 0.38 -3.69
C 1.71 1.35 -3.55
C 1.35 2.63 -3.18
C 0.00 2.89 -2.96
N -0.94 1.97 -3.08
C 0.32 -1.64 -0.98
C 0.67 -1.40 0.34
H 1.15 1.64 3.52
H 1.47 1.92 5.25
H 2.81 1.45 4.17
H 0.28 -1.39 5.42
H -0.22 0.30 5.63
H 1.10 -0.95 2.77
H -2.40 -0.79 1.63
H -3.02 -1.22 -0.74
H -2.53 0.22 -3.40
H 0.96 -0.63 -4.00
H 2.75 1.11 -3.74
H 2.08 3.42 -3.06
H -0.34 3.87 -2.67
H 1.05 -1.89 -1.72
H 1.70 -1.46 0.64
*
```

(3)
A cluster of 9 separate species, C18H36Br18 in total in a non-equilibrium geometry, computed with the ωB97M-V functional and the def2-TZVPD basis.

Values from the calculation:
HOMO level: -9.96 eV
SMILES string: BrCCBr.BrCCBr.BrCCBr.BrCCBr.BrCCBr.BrCCBr.BrCCBr.BrCCBr.BrCCBr
Energy relative to the best compared isomer or geometry (same formula, charge and spin): 310.7 kJ/mol
Orbital gap: 0.36230 Ha

ORCA input file:
```
! wB97M-V def2-TZVPD RIJCOSX def2/J DEFGRID3
* xyz 0 1
Br -2.20 0.57 5.56
C -1.02 2.23 5.37
C -1.88 3.42 5.88
Br -0.86 5.20 6.01
H -0.77 2.24 4.31
H -0.14 2.12 6.00
H -2.17 3.19 6.90
H -2.83 3.47 5.35
Br -2.26 3.37 -6.86
C -3.28 4.09 -5.28
C -4.72 4.40 -5.73
Br -5.71 4.93 -4.07
H -2.69 4.96 -4.99
H -3.24 3.33 -4.50
H -5.24 3.54 -6.16
H -4.74 5.25 -6.40
Br 2.01 -3.01 -0.12
C 0.91 -1.40 0.12
C 1.34 -0.28 -0.85
Br 0.24 1.38 -0.38
H 1.05 -1.14 1.17
H -0.12 -1.73 0.19
H 1.04 -0.53 -1.87
H 2.41 -0.15 -0.69
Br 5.47 -8.39 5.08
C 5.95 -8.11 3.19
C 6.39 -9.41 2.51
Br 8.12 -10.00 3.36
H 6.55 -7.21 3.12
H 5.04 -7.75 2.69
H 6.70 -9.20 1.48
H 5.67 -10.21 2.66
Br 0.34 -4.87 10.83
C -0.44 -4.73 8.93
C 0.67 -4.97 7.88
Br 0.19 -4.59 6.02
H -0.91 -3.74 8.89
H -1.25 -5.44 8.82
H 0.92 -6.03 7.96
H 1.55 -4.37 8.13
Br -1.26 -4.73 -8.92
C -1.20 -2.80 -8.42
C -1.72 -2.45 -7.03
Br -1.07 -3.80 -5.69
H -1.45 -2.15 -9.26
H -0.12 -2.67 -8.31
H -2.80 -2.47 -7.10
H -1.37 -1.45 -6.76
Br -4.66 -2.20 -0.58
C -5.42 -3.79 0.31
C -5.74 -3.40 1.79
Br -6.85 -4.79 2.64
H -4.69 -4.60 0.32
H -6.32 -4.02 -0.25
H -6.22 -2.42 1.86
H -4.85 -3.38 2.41
Br 6.73 6.64 -7.60
C 6.17 5.86 -5.83
C 5.99 4.36 -5.95
Br 4.90 3.66 -4.52
H 5.31 6.45 -5.52
H 6.92 6.13 -5.08
H 6.86 3.74 -6.15
H 5.31 4.12 -6.77
Br -3.08 9.02 0.14
C -1.62 9.15 1.53
C -0.46 8.18 1.26
Br 0.51 8.64 -0.44
H -2.05 8.96 2.52
H -1.36 10.21 1.56
H -0.74 7.12 1.24
H 0.25 8.41 2.05
*
```